{
  "formula": "C18H18ClN5O2",
  "method": "ωB97M-V/def2-TZVPD",
  "smiles": "COc1cccc(Cn2nnc(C(=O)NCc3ccccc3Cl)c2N)c1",
  "total_energy_ha": -1581.191218,
  "spin_multiplicity": 1,
  "elements": ["C", "H", "O", "C", "C", "C", "C", "C", "C", "H", "C", "N", "C", "N", "H", "H", "C", "N", "N", "C", "O", "N", "H", "C", "C", "C", "C", "C", "C", "C", "Cl", "H", "H", "H", "H", "H", "H", "H", "H", "H", "H", "H", "H", "H"],
  "coordinates": [[1.67746, 1.32291, -6.64458], [1.58565, 2.38395, -6.89672], [2.40593, 1.13640, -5.45441], [1.92502, 1.67753, -4.30403], [0.74347, 2.40114, -4.18998], [0.35845, 2.89596, -2.95386], [1.13128, 2.68182, -1.83023], [2.31617, 1.95951, -1.93608], [2.70328, 1.45762, -3.16505], [3.61928, 0.89658, -3.27610], [3.13362, 1.68590, -0.69850], [2.35391, 0.94750, 0.25951], [1.76364, -0.25870, 0.09837], [1.88217, -1.08151, -0.96969], [2.01216, -0.66393, -1.87823], [1.24743, -1.86978, -0.91302], [1.11727, -0.48340, 1.31807], [1.34987, 0.59148, 2.10901], [2.07120, 1.43247, 1.48652], [0.28571, -1.63623, 1.64064], [0.04514, -2.50983, 0.81527], [-0.18247, -1.63966, 2.90680], [0.06444, -0.85753, 3.49436], [-1.08512, -2.64023, 3.40404], [-2.46583, -2.11350, 3.70375], [-2.88239, -0.86194, 3.26967], [-4.15356, -0.39356, 3.55173], [-5.03610, -1.17467, 4.27665], [-4.64645, -2.42838, 4.71415], [-3.37255, -2.88593, 4.42465], [-2.91103, -4.46334, 4.97338], [-5.32369, -3.05228, 5.27614], [-6.02829, -0.81429, 4.50099], [-4.45373, 0.58314, 3.20375], [-2.19976, -0.25131, 2.69796], [-1.15049, -3.41003, 2.62539], [-0.66961, -3.10282, 4.30719], [3.41976, 2.61776, -0.20388], [4.03629, 1.11909, -0.94934], [0.82454, 3.06765, -0.86996], [-0.56052, 3.45685, -2.87466], [0.11896, 2.58550, -5.04921], [0.68061, 0.87537, -6.57976], [2.24890, 0.81672, -7.42070]],
  "forces_ev_per_a": [[-0.14, 0.03, -0.22], [-0.01, -0.04, 0.02], [0.14, 0.01, 0.36], [-0.05, 0.02, 0.08], [0.11, -0.14, -0.37], [0.08, 0.01, 0.21], [-0.04, 0.05, 0.00], [-0.01, 0.00, -0.21], [0.00, 0.08, -0.05], [0.14, -0.09, 0.00], [0.16, 0.18, -0.14], [-0.41, -1.07, -0.07], [-0.24, -0.03, 0.84], [0.08, -0.14, -0.31], [-0.08, -0.01, 0.02], [0.03, 0.03, -0.05], [0.44, 0.13, -1.11], [-0.22, -0.22, 0.29], [0.38, 1.13, 0.43], [0.06, 0.20, 0.24], [0.01, -0.14, -0.21], [-0.07, 0.06, 0.24], [0.06, 0.01, -0.06], [0.05, -0.28, -0.07], [0.00, -0.05, 0.04], [-0.02, -0.06, 0.02], [-0.05, 0.04, -0.01], [-0.01, 0.01, -0.01], [0.03, -0.04, 0.01], [-0.08, 0.27, -0.09], [0.03, -0.21, 0.08], [-0.04, -0.08, 0.05], [-0.09, 0.03, 0.03], [-0.03, 0.09, -0.03], [0.07, 0.05, -0.03], [0.04, 0.03, 0.23], [-0.06, 0.01, -0.18], [0.02, -0.16, -0.03], [-0.07, 0.09, 0.05], [-0.06, 0.04, 0.13], [-0.08, 0.05, 0.00], [-0.03, -0.01, -0.10], [0.04, 0.03, 0.00], [-0.08, 0.05, 0.02]]
}

***

{
  "formula": "C30H45MnN3O2P2S",
  "method": "ωB97M-V/def2-TZVPD",
  "total_energy_ha": -3716.360107,
  "charge": 2,
  "s_squared": 3.83,
  "spin_multiplicity": 4,
  "elements": ["Mn", "C", "C", "C", "P", "C", "C", "C", "C", "C", "C", "C", "C", "C", "N", "C", "C", "C", "C", "C", "C", "P", "C", "C", "C", "C", "C", "C", "H", "H", "H", "H", "H", "H", "H", "H", "H", "H", "H", "H", "H", "H", "H", "H", "H", "H", "H", "H", "H", "H", "H", "H", "H", "H", "H", "H", "H", "H", "H", "H", "H", "H", "H", "H", "N", "C", "C", "C", "O", "O", "H", "H", "H", "H", "H", "H", "S", "C", "C", "N", "C", "H", "H", "H"],
  "coordinates": [[0.09766, 0.31137, -0.46735], [-3.66467, 0.32993, 1.15191], [-3.12135, 1.76219, 1.16410], [-3.93370, 2.64773, 0.22207], [-1.26960, 1.83429, 0.95972], [-0.91718, 3.63292, 1.25788], [-1.17828, 4.48683, -0.00388], [0.47675, 3.93006, 1.81582], [-0.74000, 0.98156, 2.47493], [-0.74414, 1.55829, 3.72726], [-0.26776, 0.85250, 4.83333], [0.23320, -0.44013, 4.68248], [0.21244, -1.05444, 3.45208], [-0.30699, -0.36792, 2.33011], [-0.36379, -0.91310, 1.08191], [-0.36650, -2.30441, 0.91470], [-1.12493, -3.14137, 1.74051], [-1.16589, -4.50363, 1.49597], [-0.44521, -5.05029, 0.43955], [0.30649, -4.22350, -0.38697], [0.33626, -2.85194, -0.17551], [1.33250, -1.66594, -1.10968], [1.45490, -2.13899, -2.89996], [2.39887, -3.30038, -3.22509], [0.08438, -2.36109, -3.54308], [3.03099, -1.90460, -0.42980], [3.08128, -1.82233, 1.09711], [4.04181, -0.96235, -1.07844], [-4.56857, 0.28029, 1.75931], [-2.96294, -0.40570, 1.54679], [-3.94277, 0.03608, 0.13942], [-3.23906, 2.15783, 2.17914], [-3.76700, 2.38337, -0.82344], [-3.73176, 3.70745, 0.35398], [-4.99351, 2.49227, 0.43096], [-1.65844, 3.90267, 2.01682], [-1.68088, 3.94608, -0.80668], [-0.24049, 4.87382, -0.40162], [-1.79251, 5.35292, 0.23917], [1.24907, 3.76007, 1.06503], [0.73631, 3.34229, 2.69301], [0.52611, 4.98578, 2.08627], [-1.10146, 2.57008, 3.86863], [-0.26907, 1.32104, 5.80817], [0.65035, -0.95974, 5.53432], [0.62515, -2.04672, 3.33007], [-1.70418, -2.71260, 2.54884], [-1.76872, -5.14244, 2.12759], [-0.46723, -6.11638, 0.25947], [0.87338, -4.66240, -1.19669], [1.89628, -1.23534, -3.34000], [1.98470, -4.25689, -2.90610], [3.39109, -3.18797, -2.79400], [2.51907, -3.35294, -4.30764], [-0.48971, -3.11769, -3.00496], [0.22393, -2.72583, -4.56106], [-0.50352, -1.44558, -3.59923], [3.26317, -2.93559, -0.71546], [2.91191, -0.80804, 1.46027], [4.06951, -2.14176, 1.42941], [2.35365, -2.49096, 1.56072], [3.90277, 0.05428, -0.71476], [3.99273, -0.96276, -2.16938], [5.05097, -1.26336, -0.79685], [0.75994, 1.44476, -2.08440], [1.35997, 2.75081, -1.69701], [2.63841, 2.55595, -0.90920], [2.52541, 1.75874, 0.38264], [3.32741, 1.90162, 1.26471], [1.54112, 0.87511, 0.47986], [1.46105, 0.90368, -2.58961], [0.02235, 1.61786, -2.76303], [0.61160, 3.28639, -1.11907], [1.57707, 3.34007, -2.58935], [3.07144, 3.52247, -0.65454], [3.38864, 2.06168, -1.53521], [-3.63907, -1.51346, -2.43052], [-3.35732, 0.05598, -3.03698], [-2.27551, 0.59561, -2.43160], [-1.64713, -0.22661, -1.51790], [-2.28214, -1.37551, -1.43045], [-3.99970, 0.50740, -3.77578], [-1.92333, 1.60214, -2.59720], [-1.97608, -2.18154, -0.78657]],
  "forces_ev_per_a": [[-0.16, -0.14, -0.06], [0.01, 0.02, -0.03], [0.03, -0.08, 0.07], [0.03, -0.02, 0.01], [0.00, 0.19, -0.20], [0.05, -0.10, -0.01], [-0.07, 0.05, 0.08], [0.02, 0.00, -0.07], [0.07, -0.14, 0.00], [0.01, -0.09, 0.06], [0.00, -0.02, -0.02], [-0.01, 0.04, 0.05], [-0.12, -0.04, -0.04], [-0.05, 0.14, 0.06], [0.29, -0.10, -0.06], [-0.04, -0.01, 0.04], [-0.03, 0.02, 0.04], [0.02, -0.02, -0.04], [-0.02, 0.03, 0.04], [-0.03, -0.04, 0.00], [0.04, -0.05, -0.02], [-0.05, 0.14, -0.13], [0.03, 0.02, 0.10], [-0.03, -0.03, 0.02], [0.03, -0.01, 0.00], [-0.06, 0.04, 0.14], [-0.04, 0.02, 0.03], [-0.02, 0.02, -0.03], [-0.01, 0.01, -0.02], [-0.01, 0.01, 0.03], [0.04, -0.01, -0.02], [0.04, 0.00, 0.02], [0.00, 0.01, -0.03], [0.04, 0.04, -0.01], [0.01, 0.01, -0.01], [0.00, 0.02, 0.00], [-0.06, -0.01, -0.02], [-0.04, 0.04, 0.04], [-0.02, -0.02, -0.01], [-0.05, 0.03, 0.05], [0.02, 0.02, -0.03], [0.00, 0.00, 0.01], [-0.02, 0.00, -0.01], [0.01, 0.00, 0.00], [-0.01, 0.01, 0.00], [-0.01, 0.03, 0.00], [0.00, -0.02, -0.02], [0.01, 0.01, 0.01], [-0.01, 0.00, 0.00], [-0.01, 0.01, 0.01], [0.00, -0.01, -0.04], [0.04, 0.01, 0.00], [-0.01, 0.00, -0.01], [0.00, 0.00, 0.00], [-0.01, 0.00, -0.01], [-0.01, 0.04, -0.01], [-0.04, 0.02, 0.04], [-0.02, 0.00, -0.01], [0.02, -0.05, -0.05], [0.01, 0.02, 0.00], [0.04, -0.02, 0.00], [0.05, -0.04, -0.02], [0.01, -0.01, 0.00], [0.00, -0.01, -0.01], [-0.11, -0.07, -0.03], [0.06, -0.01, -0.02], [-0.05, -0.03, 0.00], [0.23, 0.26, -0.17], [-0.03, -0.10, 0.07], [-0.15, 0.08, 0.12], [-0.03, 0.08, 0.03], [0.10, -0.04, 0.03], [0.07, -0.09, -0.02], [-0.03, -0.01, -0.02], [-0.02, 0.02, 0.01], [0.00, -0.04, 0.01], [0.14, -0.05, 0.00], [-0.08, 0.00, 0.05], [0.06, 0.08, 0.02], [0.14, -0.12, 0.05], [-0.16, 0.11, -0.15], [0.00, 0.01, 0.02], [-0.02, -0.01, 0.03], [-0.02, -0.02, 0.03]]
}

***

{
  "formula": "C14H12F6N4O5S2Sn",
  "method": "ωB97M-V/def2-TZVPD",
  "total_energy_ha": -2744.976867,
  "charge": 2,
  "spin_multiplicity": 1,
  "elements": ["Sn", "C", "C", "C", "C", "C", "C", "C", "C", "C", "H", "H", "H", "H", "H", "H", "H", "H", "H", "H", "H", "H", "F", "C", "F", "F", "S", "O", "O", "N", "S", "O", "O", "C", "F", "F", "F", "O", "N", "C", "C", "N", "C", "N"],
  "coordinates": [[0.07055, 0.93431, 0.88530], [-0.85753, -3.52379, -0.72440], [0.30025, -2.80728, -1.32422], [1.59893, -3.04765, -0.96493], [2.64797, -2.38750, -1.62702], [4.05841, -2.71497, -1.35011], [2.34340, -1.40615, -2.64135], [1.05508, -1.12363, -3.02021], [0.73714, -0.15034, -4.11853], [0.03652, -1.83907, -2.36932], [-1.65745, -2.82850, -0.45964], [-0.56970, -4.10786, 0.14606], [-1.28400, -4.20627, -1.46706], [1.82857, -3.78382, -0.20519], [4.38585, -3.44806, -2.10277], [4.19552, -3.17694, -0.37496], [4.71140, -1.84990, -1.46597], [3.17330, -0.90882, -3.13064], [0.78980, -0.65097, -5.08692], [1.45049, 0.67195, -4.13396], [-0.26676, 0.25724, -4.01376], [-0.99545, -1.69146, -2.67024], [-1.96459, 4.85263, 3.43222], [-1.75245, 4.33674, 2.24744], [-2.27715, 5.07344, 1.29640], [-0.44778, 4.19192, 2.04013], [-2.55449, 2.62536, 2.22558], [-1.37143, 1.69956, 2.33490], [-3.48336, 2.54271, 3.28076], [-3.20602, 2.48557, 0.78572], [-2.29636, 1.92961, -0.32590], [-0.96962, 2.59204, -0.40762], [-2.02763, 0.48051, -0.22774], [-3.24323, 2.24994, -1.89755], [-2.51563, 1.71534, -2.86651], [-3.35761, 3.54310, -2.05493], [-4.40636, 1.65876, -1.80541], [-0.19971, -0.93963, 3.18178], [-0.16890, -0.45724, 4.27463], [0.48887, 0.54160, 4.76172], [1.24311, 1.27223, 3.77685], [1.67135, 1.72764, 2.81070], [0.37549, 0.93230, 6.12414], [0.30305, 1.24276, 7.22614]],
  "forces_ev_per_a": [[-0.08, 0.16, -0.14], [0.02, -0.02, 0.00], [-0.14, 0.07, -0.10], [0.04, -0.05, 0.00], [-0.06, 0.04, -0.07], [0.02, -0.01, 0.04], [0.09, -0.05, 0.00], [-0.13, 0.00, -0.06], [0.03, 0.00, 0.02], [0.12, -0.11, 0.03], [0.01, 0.01, 0.02], [-0.01, 0.00, 0.00], [0.00, 0.00, 0.00], [0.01, 0.01, 0.01], [0.00, 0.02, -0.01], [0.00, -0.01, 0.00], [0.00, 0.00, 0.00], [0.01, 0.01, 0.02], [0.00, 0.00, 0.00], [0.00, 0.00, -0.01], [-0.01, 0.00, 0.01], [-0.01, 0.04, 0.02], [0.00, 0.02, -0.04], [-0.05, -0.01, 0.10], [-0.04, 0.02, 0.03], [0.09, -0.02, -0.04], [-0.06, 0.19, 0.14], [0.22, -0.15, -0.09], [-0.01, -0.05, -0.10], [-0.05, 0.05, 0.03], [0.05, -0.29, -0.06], [0.07, -0.04, 0.04], [-0.06, 0.07, -0.05], [0.03, 0.06, -0.03], [-0.01, 0.01, 0.01], [-0.02, -0.02, 0.01], [0.00, 0.01, 0.00], [-0.14, -0.05, -0.33], [0.08, -0.15, 0.47], [0.11, 0.28, -0.14], [-0.10, -0.02, 0.13], [0.00, 0.06, 0.05], [-0.01, -0.10, 0.14], [0.00, 0.05, -0.04]]
}